No. 1
This record from the OMol25 dataset describes 2 unconnected molecules or ions with the total composition C4H11N3O2 at a distorted geometry. The level of theory is ωB97M-V/def2-TZVPD.

Results
LUMO   0.0298 hartree
Electronic energy   -12891.819 eV
Frontier orbital gap   9.71 eV
Charge   0
SMILES string   [H]/N=C(\N)O.CNC(C)=O

Positions of all 20 atoms, in Å:
C  -0.423  1.190  -1.403
N  0.971  1.458  -1.090
C  -1.866  -1.716  0.710
N  -2.504  -2.600  1.521
N  -2.233  -0.963  -0.240
H  1.461  2.128  -1.659
H  -3.441  -2.909  1.324
H  -1.571  -2.976  2.009
H  -3.241  -0.940  -0.347
H  -1.080  1.619  -0.645
H  -0.656  1.615  -2.375
H  -0.597  0.111  -1.424
C  2.994  1.442  0.228
C  1.580  0.958  -0.006
O  -0.545  -1.950  1.048
O  1.076  0.100  0.710
H  0.042  -1.205  0.747
H  3.110  2.498  -0.010
H  3.673  0.845  -0.378
H  3.247  1.293  1.276

Cartesian forces (eV/Å) of the 6 atoms listed first:
0.142 -0.486 0.001
-0.122 0.448 -0.177
0.953 -1.166 -0.247
2.420 0.074 1.215
-0.067 0.327 0.094
0.038 -0.005 0.228

natural (NBO) atomic charges, in units of e: C -0.4286; N -0.5930; C 0.7006; N -0.8870; N -0.8254; H 0.3930; H 0.4042; H 0.4514; H 0.3429; H 0.2081; H 0.1983; H 0.2510; C -0.7056; C 0.6939; O -0.7517; O -0.6775; H 0.5304; H 0.2152; H 0.2369; H 0.2428

No. 2
This record from the OMol25 dataset describes 2 unconnected molecules or ions with the total composition C4H11N3O2 at a distorted geometry. The level of theory is ωB97M-V/def2-TZVPD.

Results
LUMO   0.0275 hartree
Electronic energy   -12891.569 eV
Frontier orbital gap   9.82 eV
Charge   0
SMILES string   [H]/N=C(/N)NC.CC(=O)O

Positions of all 20 atoms, in Å:
C  1.194  -2.415  -2.817
C  0.193  -1.471  -2.166
O  -0.916  -1.752  -1.820
O  0.763  -0.267  -1.972
H  1.421  -3.259  -2.163
H  2.213  -2.076  -3.031
H  0.899  -2.603  -3.861
C  -0.375  0.779  3.179
C  -0.374  1.329  0.829
N  -1.326  1.591  -0.127
N  -0.739  0.450  1.821
N  0.774  1.866  0.581
H  -1.052  1.942  -1.012
H  -2.164  1.032  -0.143
H  -1.709  0.154  1.817
H  1.533  1.737  1.231
H  0.402  0.143  -1.178
H  -0.707  1.750  3.624
H  0.686  1.003  3.284
H  -0.715  0.068  3.923

Cartesian forces (eV/Å) of the 6 atoms listed first:
0.678 0.040 -1.003
1.528 0.033 -0.098
-0.332 -0.209 0.123
0.370 -0.077 0.115
-0.915 -0.400 -0.420
-0.278 1.102 0.624

natural (NBO) atomic charges, in units of e: C -0.7497; C 0.8019; O -0.5874; O -0.6970; H 0.2442; H 0.2346; H 0.2410; C -0.4236; C 0.5666; N -0.8201; N -0.6208; N -0.8060; H 0.4050; H 0.3799; H 0.3783; H 0.3488; H 0.5070; H 0.1805; H 0.2052; H 0.2116

No. 3
This record from the OMol25 dataset describes 2 unconnected molecules or ions with the total composition C4H11N3O2 at a distorted geometry. The level of theory is ωB97M-V/def2-TZVPD.

Results
LUMO   0.0233 hartree
Electronic energy   -12890.996 eV
Frontier orbital gap   9.82 eV
Charge   0
SMILES string   [H]/N=C(/N)NC.CC(=O)O

Positions of all 20 atoms, in Å:
C  0.859  2.911  1.632
C  0.963  0.616  0.833
N  1.183  -0.057  -0.240
N  0.441  1.935  0.651
N  0.915  -0.002  2.045
H  1.037  0.642  -0.958
H  0.177  -1.870  0.051
H  -0.509  2.074  0.358
H  0.777  0.492  2.902
H  0.792  -0.994  1.982
H  0.407  3.865  1.328
H  1.922  3.130  1.721
H  0.511  2.575  2.639
C  -1.874  -2.362  -2.411
C  -0.579  -2.115  -1.768
O  -0.606  -1.969  -0.448
O  0.380  -1.923  -2.480
H  -1.855  -2.838  -3.385
H  -2.233  -1.333  -2.609
H  -2.708  -2.778  -1.843

Cartesian forces (eV/Å) of the 6 atoms listed first:
-1.121 0.338 0.736
-2.102 -0.171 -2.316
0.635 0.548 1.384
2.154 0.588 0.844
0.395 0.246 0.069
0.200 -0.428 -0.651

natural (NBO) atomic charges, in units of e: C -0.4123; C 0.5581; N -0.7212; N -0.6889; N -0.8403; H 0.3589; H 0.5159; H 0.3960; H 0.3971; H 0.3993; H 0.2104; H 0.2022; H 0.1511; C -0.7233; C 0.7843; O -0.7026; O -0.5903; H 0.2429; H 0.2382; H 0.2244